13
Properties=species:S:1:pos:R:3 method="wB97M-V/def2-TZVPD" gap_ha=0.369 e_above_lowest_kj_mol=115.6 charge=0
N 2.4962 0.2623 -0.7880
C 1.4177 0.8278 -0.0339
O 1.6730 1.5296 0.8775
C 0.0142 0.3333 -0.4988
C -0.4922 -0.7619 0.3017
S -2.3740 -0.9559 0.1286
H 3.4288 0.2753 -0.6778
H 2.2440 -0.5923 -1.2622
H -0.0711 0.0959 -1.6009
H -0.8184 1.1330 -0.3894
H -0.1347 -1.7819 -0.0193
H -0.5662 -0.6680 1.3723
H -2.5939 0.3648 0.4014